(1)
Here is a 8-piece molecular cluster, C57H44F14N3O15S overall in a non-equilibrium geometry from the Open Molecules 2025 dataset. Energies are from ωB97M-V/def2-TZVPD.

Computed properties:
HOMO-LUMO gap ... 6.44 eV
Strongest force on any atom ... 10.32 eV/A
Net charge ... +1

Geometry (Å):
H: -1.471 4.463 -1.834
C: 0.116 -3.221 3.672
C: 0.651 -8.883 10.350
F: -4.705 -3.667 1.269
C: 2.298 7.569 -0.708
C: 2.412 -7.451 -0.673
C: 2.614 -6.643 0.372
H: -1.143 2.304 -1.817
F: -2.809 -0.589 -4.386
C: 0.877 1.397 -2.366
O: 5.774 1.055 0.830
C: -5.022 -1.906 -0.487
H: 2.510 6.517 -0.860
S: -3.919 -3.377 -0.266
C: -0.617 4.315 -4.009
O: 0.568 -2.806 2.614
C: -4.524 -0.718 -1.477
C: -1.542 0.914 -7.975
N: -1.080 4.698 -5.412
F: -2.695 -2.527 0.575
C: 1.354 6.157 -9.172
F: -3.025 -4.816 -0.001
H: 1.236 5.129 -9.490
C: 5.340 -2.473 0.697
H: 6.742 -1.206 1.663
F: 1.883 2.451 -2.017
H: -2.411 -2.590 5.940
C: 1.851 -8.472 1.934
C: -4.104 0.068 -4.096
N: -1.899 2.349 -5.152
O: 1.260 0.094 -2.319
O: -1.398 -4.614 7.211
C: -0.632 -6.638 9.138
C: -0.521 -8.249 10.985
H: 5.755 -3.409 1.050
H: -1.986 -6.641 10.771
H: -3.546 2.189 -8.208
C: 1.226 8.152 -1.539
O: -0.974 -8.665 12.043
H: 0.564 -2.744 8.016
F: -3.061 -0.369 -1.366
H: -2.319 5.643 -3.172
C: 5.870 -1.291 1.025
H: 1.259 7.025 -11.106
H: -1.598 4.418 -8.035
H: 1.794 9.824 -7.811
C: 1.649 -9.280 0.888
F: -4.876 0.044 -5.395
H: -3.965 2.446 -5.811
C: -3.343 2.632 -4.809
O: 3.666 -3.649 -0.472
H: 0.130 9.995 -1.964
F: -6.390 -0.154 -3.077
C: 5.289 -0.027 0.531
C: 1.502 6.384 -7.720
C: -5.040 -0.834 -3.044
H: -1.489 -1.740 3.787
H: 3.685 0.816 -0.693
C: 0.694 -0.698 7.468
C: 2.349 -7.094 1.753
F: -5.279 -2.213 -3.519
H: -0.182 4.845 -5.964
H: 1.661 -8.788 2.953
O: 0.993 -6.857 7.445
C: 4.100 -0.120 -0.339
C: -3.998 1.652 -3.671
H: 1.083 -9.730 10.869
H: 2.005 -8.881 8.717
C: 0.226 -4.832 5.518
F: -5.183 -1.277 0.879
H: 2.603 -7.135 -1.692
H: 2.978 -5.630 0.257
C: -1.660 3.489 -6.165
H: 2.698 -1.388 -1.305
C: 0.919 9.583 -1.347
O: 1.536 9.501 -10.374
H: 1.099 0.055 11.311
C: -1.551 -3.043 5.461
C: 0.831 -1.489 9.786
C: 1.004 0.923 9.377
O: 1.493 5.452 -6.928
H: -1.064 -5.791 8.619
H: 1.374 11.375 -0.304
C: 2.659 9.740 0.375
C: -1.127 -7.094 10.293
H: 0.658 -5.679 6.038
O: 1.727 -9.567 -1.449
H: -5.123 2.024 -3.524
C: 1.676 8.795 -8.130
C: 1.664 7.778 -7.263
H: -0.575 6.003 -2.472
C: 1.366 7.174 -10.038
C: -1.057 -2.587 4.306
C: 3.570 -1.303 -0.668
C: -0.841 2.669 -4.118
H: -0.581 -1.069 -6.570
H: 1.122 1.951 9.695
F: -6.407 -2.412 -0.818
H: 1.581 -4.830 3.885
C: 0.721 -4.377 4.363
C: -0.946 -4.198 6.153
O: 0.616 7.475 -2.355
H: 0.154 2.365 -4.704
H: -2.164 2.551 -9.442
C: 2.965 8.309 0.183
N: -1.851 3.520 -7.525
C: -2.371 2.323 -8.289
C: 1.146 -8.428 9.195
C: -0.707 1.759 -2.761
C: 1.527 8.569 -9.581
O: 3.269 10.417 1.191
O: 2.536 -6.355 2.710
F: -3.162 -3.251 -1.788
C: 0.992 -0.095 10.243
C: 4.151 -2.566 -0.173
C: 1.914 -8.828 -0.493
H: 1.771 7.928 -6.195
O: 0.865 1.628 7.133
F: -5.208 0.533 -0.963
C: -1.332 5.134 -2.783
H: -3.482 3.793 -4.581
C: 1.587 10.323 -0.456
F: -5.155 -4.358 -1.003
H: 3.755 7.897 0.800
C: 0.541 -7.272 8.504
C: 0.682 -1.715 8.335
H: 1.285 -10.293 1.003
H: 0.534 4.537 -3.866
O: 0.822 -2.421 10.579
C: 0.856 0.696 7.925
H: -3.491 1.828 -2.605
H: 0.587 -0.848 6.400
H: -1.249 0.721 -2.836
C: -0.973 -0.199 -7.287



(2)
Here is one molecule with the formula C20H22F3N3O in a non-equilibrium geometry from the Open Molecules 2025 dataset. Energies are from ωB97M-V/def2-TZVPD.

Computed properties:
Energy above the lowest of the compared OMol25 structures with the same formula, charge and spin ... 27.1 kcal/mol
HOMO-LUMO gap ... 8.45 eV
Strongest force on any atom ... 2.62 eV/A
SMILES ... C[C@@H]1C[C@H](c2ccc(C(F)(F)F)c3ncccc23)CN(C(=O)NC2CC2)C1
Net charge ... 0

Geometry (Å):
H: 3.491 2.629 0.139
H: -0.111 2.132 2.414
H: 0.380 -1.109 2.607
N: -4.222 -1.739 0.206
C: -3.671 -3.489 2.317
H: -5.471 -1.169 -1.369
H: 0.778 -0.432 -0.887
C: -1.465 -2.208 2.503
C: -2.201 -0.415 0.497
H: -1.176 -2.845 3.329
C: 1.195 -1.589 -3.311
H: -1.985 1.153 -1.063
H: 1.944 -0.775 -5.298
F: -3.457 -4.522 1.440
C: -0.925 -0.253 1.132
C: 1.778 2.621 1.443
H: -4.060 0.621 -2.161
H: 2.783 2.707 3.372
C: 1.244 0.102 -0.057
H: 2.092 1.391 -3.740
O: 2.255 2.803 -2.080
H: 1.226 0.961 2.645
H: 1.787 -0.626 0.566
C: -0.577 -1.200 2.121
C: -3.737 0.059 -1.273
H: 1.226 3.324 0.807
C: 0.717 1.623 1.916
C: -2.577 0.361 -0.597
N: 2.136 1.166 -0.501
H: 2.944 -2.129 -4.574
H: -0.258 1.581 0.032
H: 1.529 3.928 3.061
H: 0.191 -1.178 -3.437
C: -3.080 -1.502 0.841
C: 0.118 0.776 0.724
C: 2.142 1.609 -1.824
F: -5.022 -3.184 2.395
C: -2.714 -2.339 1.893
F: -3.292 -3.946 3.524
C: 2.341 -0.598 -3.034
H: 3.147 4.104 2.314
C: 2.234 -1.337 -4.372
H: 3.129 -0.886 -2.348
C: 2.376 3.388 2.612
N: 1.952 0.812 -2.927
C: 2.782 1.914 0.533
H: 1.213 -2.538 -2.756
H: 3.415 1.241 1.076
C: -4.545 -0.997 -0.853



(3)
Here is a 7-piece molecular cluster, C30H79N5O12 overall in a non-equilibrium geometry from the Open Molecules 2025 dataset. Energies are from ωB97M-V/def2-TZVPD.

Computed properties:
Energy above the lowest of the compared OMol25 structures with the same formula, charge and spin ... 103.7 kcal/mol
HOMO-LUMO gap ... 8.72 eV
Strongest force on any atom ... 2.87 eV/A
SMILES ... COCCNCCOC.COCCNCCOC.COCCNCCOC.COCCNCCOC.COCCNCCOC.O.O
Net charge ... 0

Geometry (Å):
H: -4.206 4.423 -3.676
H: 0.133 -6.921 5.023
H: 5.398 -4.322 -3.044
H: 0.607 -10.936 7.150
H: 1.636 -9.783 4.507
C: 3.598 5.373 -8.561
H: -10.254 0.012 1.948
H: -9.989 7.034 -2.546
C: 10.815 -7.205 2.515
C: 13.359 -8.438 5.013
C: 3.464 5.622 -4.656
O: 12.150 -7.930 4.453
H: 4.152 2.014 -6.453
H: 3.403 6.127 -9.323
C: -11.792 1.273 0.261
H: -4.973 2.863 -4.009
H: -5.444 3.691 2.511
H: 1.791 -3.640 4.853
H: 8.248 -6.031 2.828
C: 3.529 2.695 -7.033
H: 1.002 -2.850 6.914
C: -6.224 2.942 2.378
H: -7.180 4.115 3.677
H: 9.087 -5.741 1.374
H: -9.499 4.279 -3.974
H: 13.264 -8.751 6.052
C: 8.955 -4.010 2.780
H: 4.412 5.838 -8.004
C: -8.839 1.370 2.608
O: -8.680 9.015 -3.172
C: -7.353 3.076 3.394
H: 4.158 8.164 -4.863
C: -8.667 10.438 -3.147
H: -4.389 0.453 1.410
H: 5.387 3.541 -7.678
H: -8.799 0.724 3.484
H: -4.904 4.153 -5.258
H: 10.009 -7.922 2.668
H: -9.618 10.928 -2.940
C: 4.468 3.190 -8.147
N: 10.426 -5.899 2.952
H: -6.639 2.987 1.371
H: -0.417 -3.567 7.683
H: 10.497 -5.824 3.957
H: 12.860 -6.834 2.902
H: 2.453 -9.586 6.016
H: 2.201 -5.003 5.826
H: -7.825 10.834 -2.579
H: -12.615 1.760 0.784
O: 3.914 4.108 -9.109
O: 0.176 -4.439 5.942
O: -10.531 1.621 0.781
H: -11.931 0.192 0.292
H: 8.502 -2.354 5.583
C: 1.635 -9.184 5.417
N: 2.960 3.742 -6.159
H: 7.765 -1.953 4.050
H: 9.854 -3.456 2.511
O: -5.631 1.678 2.511
C: -9.813 6.972 -3.619
H: 0.433 -5.244 3.419
H: 4.138 6.056 -3.918
H: -9.416 8.601 -5.013
N: 0.949 -6.934 4.428
H: 2.375 4.365 -6.698
C: -10.305 1.097 2.048
H: 2.188 -5.543 3.384
H: 4.994 4.615 -5.839
C: -0.113 -10.505 6.456
H: -7.594 3.081 -3.644
H: -5.865 0.841 0.666
C: -5.055 1.298 1.236
H: -8.688 4.788 -2.541
C: 8.607 -2.475 4.505
C: 0.504 -3.792 7.146
O: 8.714 -3.809 4.136
H: 8.089 -3.719 2.187
H: -11.837 1.605 -0.777
H: 14.027 -7.577 5.015
H: 2.920 -1.247 -1.919
H: 2.266 -7.254 6.002
C: 12.153 -7.650 3.051
H: 12.365 -8.568 2.502
N: -8.618 6.232 -4.143
H: 4.904 7.145 -6.144
H: 2.725 2.137 -7.513
H: 2.614 5.392 -8.093
C: 4.024 4.400 -5.391
H: 4.749 2.358 -8.792
H: -9.147 3.411 2.301
H: 6.193 -3.167 -3.615
N: -8.675 2.819 2.969
H: 2.882 -7.628 4.449
H: -7.461 3.970 -5.169
H: -10.708 6.481 -4.001
C: 1.407 -4.600 5.198
H: 3.569 8.353 -6.399
H: 2.010 -0.045 -1.783
H: -10.651 8.909 -3.710
H: -7.125 2.466 4.268
H: 9.478 -1.948 4.114
H: 1.122 -4.352 7.847
C: -7.445 4.067 -4.084
C: 1.985 -7.724 5.060
O: -6.205 4.508 -3.624
H: 13.793 -9.247 4.425
C: 1.293 -5.570 4.005
H: -1.081 -10.434 6.952
O: 3.037 6.526 -5.630
O: 5.421 -3.366 -3.085
H: -7.751 6.709 -3.941
H: -8.139 0.972 1.872
H: 2.621 5.383 -4.007
H: 10.946 -7.184 1.433
O: 0.320 -9.181 6.076
O: 2.325 -0.813 -1.307
H: -4.475 2.062 0.719
H: -8.577 10.812 -4.167
H: 4.214 3.713 -4.566
C: -9.684 8.475 -3.964
C: 9.113 -5.496 2.436
H: -10.991 1.433 2.826
C: -5.029 3.935 -4.198
C: 3.977 7.570 -5.759
H: -0.235 -11.015 5.500
C: -8.630 4.839 -3.628



(4)
Here is one molecule with the formula C3H2Cl2O in a non-equilibrium geometry from the Open Molecules 2025 dataset. Energies are from ωB97M-V/def2-TZVPD.

Computed properties:
Energy above the lowest of the compared OMol25 structures with the same formula, charge and spin ... 30.6 kcal/mol
HOMO-LUMO gap ... 9.12 eV
Strongest force on any atom ... 2.80 eV/A
SMILES ... O=C=C(Cl)CCl
Net charge ... 0

Geometry (Å):
O: 2.156 1.449 1.061
C: -1.006 -0.157 -0.193
H: -1.593 0.749 0.201
C: 0.429 0.120 -0.057
C: 1.315 0.887 0.521
Cl: 1.502 -1.088 -0.887
Cl: -1.553 -1.704 0.713
H: -1.249 -0.257 -1.359



(5)
Here is C21H27N6O7Re as an isolated structure in a non-equilibrium geometry from the Open Molecules 2025 dataset. Energies are from ωB97M-V/def2-TZVPD.

Computed properties:
Energy above the lowest of the compared OMol25 structures with the same formula, charge and spin ... 8.1 kcal/mol
Spin multiplicity ... 2
HOMO-LUMO gap (spin up / spin down) ... 6.64 / 6.67 eV
Strongest force on any atom ... 1.19 eV/A
Net charge ... -1

Geometry (Å):
H: -1.689 -3.127 -3.562
C: 1.057 2.269 1.536
N: -0.688 0.914 1.541
H: 0.735 -3.426 -0.798
H: -1.689 0.636 3.281
H: 4.358 -1.195 -0.900
H: 0.791 -3.054 -3.622
C: 2.126 3.073 2.184
C: -2.843 -0.236 1.651
O: 1.244 0.018 -0.287
C: 3.020 -2.334 -1.808
O: -2.554 0.478 -0.642
H: -4.672 -0.786 -1.150
C: -1.190 -1.581 -2.221
N: 0.278 1.552 2.305
N: 4.097 -2.170 -0.938
O: 0.930 2.382 0.264
H: 3.914 -2.521 -0.009
C: -4.393 -0.847 -0.105
C: 3.001 3.862 1.419
C: -0.439 -0.576 -3.133
H: -1.656 -3.647 -1.893
O: 2.927 3.952 0.082
N: 2.618 -1.336 -2.485
O: -0.009 -0.984 -4.207
H: 1.071 -5.012 -1.428
H: 1.758 -0.059 -1.137
H: -2.361 4.279 -0.756
H: 0.129 -1.657 -0.625
H: -2.579 3.131 0.579
N: -0.795 -1.299 -0.833
H: 0.089 -4.627 -3.426
H: 4.663 5.197 1.444
H: 3.144 -4.261 -1.288
C: 2.282 3.052 3.571
H: -2.237 -1.276 -2.284
H: 2.153 3.399 -0.193
C: -3.662 -0.934 2.548
C: -3.216 -0.165 0.281
H: 1.598 2.439 4.141
H: 4.917 5.138 3.909
H: -3.301 2.789 -1.004
H: -5.412 -2.130 2.862
C: 4.136 4.559 3.431
H: -6.060 -2.049 0.459
C: -4.805 -1.592 2.147
H: 1.943 -1.557 -3.208
C: 4.003 4.599 2.059
H: -3.369 -0.950 3.592
C: 0.259 -3.678 -2.911
C: -2.419 3.214 -0.508
C: -1.112 -3.050 -2.639
C: 1.128 -3.951 -1.674
Re: -0.503 0.861 -0.492
C: -1.690 0.450 2.210
H: -1.457 -1.714 -0.183
N: 2.556 -3.657 -1.844
C: -5.165 -1.542 0.800
O: -1.239 2.596 -0.932
O: -0.363 0.612 -2.651
H: 3.372 3.749 5.278
C: 3.272 3.782 4.201